Formula: C61H41N7O3SZr
Source: the Open Molecules 2025 dataset
Level of theory: the ωB97M-V functional and the def2-TZVPD basis

Output
- ΔE to the lowest compared entry with this formula, charge and spin (kJ/mol) = 0.0
- HOMO (alpha / beta) (eV) = -6.8 / -6.8
- HOMO-LUMO gap (alpha / beta) (eV) = 5.689 / 5.690

Last column: Mulliken charge in e.
Atoms and positions in Å:
Zr 0.229265 -0.023283 -0.266764  -0.849
C -7.462614 -1.820536 -1.049616  -0.472
C -6.645696 -1.299659 -2.042453  -1.009
C -5.280661 -1.168381 -1.820963  0.050
C -4.704607 -1.509638 -0.603042  0.405
C -5.546214 -2.045297 0.383081  -0.040
C -6.913513 -2.203372 0.167529  -0.874
C -3.259728 -1.264463 -0.337486  1.097
C -2.909162 -0.377163 0.596128  -0.418
C -3.901048 0.664665 1.068092  -0.607
C -2.995434 1.588957 1.895443  0.000
C -1.738672 0.802381 2.069130  -0.657
C -0.726274 1.105872 2.974709  0.527
C -1.039563 2.023325 4.064444  -0.643
C -1.640207 1.520541 5.235696  -0.067
C -1.893844 2.372401 6.287849  -0.767
C -1.585788 3.735489 6.182846  -0.478
C -1.054741 4.244425 4.997556  -0.932
C -0.743654 3.379091 3.964591  0.541
C 0.583608 0.615656 2.833331  1.060
N 1.107539 -0.072979 1.791856  0.672
C 2.440077 -0.336860 2.138267  0.227
C 3.303120 -1.071878 1.376199  1.367
C 4.719064 -1.089879 1.837269  -0.565
C 5.483278 0.047697 1.581200  0.256
C 6.823182 0.107821 1.928571  -1.010
C 7.414511 -0.972884 2.582649  -0.488
C 6.660690 -2.119186 2.848546  -0.804
C 5.337169 -2.174304 2.443551  0.281
C 2.971609 -1.724363 0.177423  0.262
C 3.894366 -2.443110 -0.582028  -1.531
C 3.204404 -2.962434 -1.657087  -1.480
C 1.862711 -2.603370 -1.476180  0.414
N 1.731821 -1.802970 -0.380008  -0.373
C 0.817749 -3.085649 -2.304384  1.428
C -0.501985 -2.770409 -2.063777  0.236
C -1.606380 -3.539896 -2.554891  -1.769
C -2.695943 -3.067599 -1.962073  -1.953
C -2.305036 -1.994314 -1.095259  0.573
N -0.983718 -1.777732 -1.160516  0.960
C 1.154191 -4.022069 -3.411627  -0.848
C 1.617729 -5.311126 -3.141463  0.180
C 1.926009 -6.195516 -4.138996  -0.963
C 1.723268 -5.805828 -5.473474  -0.326
C 1.280120 -4.532770 -5.782679  -0.939
C 0.976921 -3.651308 -4.741886  -0.047
C 2.718674 0.213886 3.428542  -1.588
C 1.600768 0.821699 3.865637  -1.839
N -1.649714 -0.177067 1.133539  -0.466
H -8.524446 -1.934503 -1.234402  0.408
H -7.088074 -1.006204 -2.984378  0.405
H -4.665723 -0.772451 -2.642583  0.337
H -5.114336 -2.365132 1.336763  0.443
H -7.513987 -2.630823 0.957137  0.429
H -4.797274 0.243559 1.534104  0.919
H -3.355450 2.038250 2.786341  0.942
H -1.888246 0.470685 5.312983  0.497
H -2.348307 2.019428 7.198481  0.412
H -1.821823 4.390962 7.000480  0.383
H -0.909265 5.311756 4.904698  0.416
H -0.313413 3.768853 3.048595  0.483
H 5.021645 0.924180 1.148662  0.571
H 7.382096 0.995970 1.727835  0.489
H 8.469757 -0.937940 2.820526  0.372
H 7.103966 -2.964617 3.379248  0.386
H 4.746296 -3.075876 2.653289  0.421
H 4.943223 -2.569251 -0.344739  0.609
H 3.579734 -3.589439 -2.442482  0.698
H -1.581203 -4.358930 -3.259692  0.526
H -3.699130 -3.483249 -2.086561  0.493
H 1.738326 -5.614628 -2.104104  0.485
H 2.192866 -7.205943 -3.919901  0.417
H 1.876795 -6.506295 -6.300000  0.354
H 1.114570 -4.259497 -6.806669  0.424
H 0.586545 -2.649565 -4.944746  0.445
H 3.675563 0.254016 3.921912  0.492
H 1.415669 1.372395 4.786262  0.551
O -4.090283 1.546452 -1.372999  -0.784
C -4.140864 1.814094 0.000179  1.145
C -5.459064 2.417873 0.313185  -1.784
C -5.598973 3.591555 0.912577  -0.705
C -4.431605 4.426384 1.215701  -0.698
C -3.195436 4.006800 1.021911  -0.965
C -2.946578 2.597893 0.636955  2.483
C -1.621798 2.337426 -0.008496  -1.089
O -1.463781 1.381420 -0.889910  0.383
N -0.622793 2.971184 0.522423  -1.137
N 0.538025 2.312979 0.147245  1.865
C 1.608761 3.036472 0.187490  -1.219
C 2.879256 2.614765 -0.312037  0.643
C 3.985626 3.485261 -0.266787  -0.728
C 5.200989 3.068942 -0.774125  -0.986
C 5.309499 1.805474 -1.396973  -0.785
C 4.205652 0.992929 -1.567364  -0.575
C 2.971454 1.391546 -0.996293  0.147
O 1.944156 0.624064 -1.156586  1.236
H -3.210560 1.163316 -1.541694  0.293
H -6.282495 1.800773 -0.013410  0.505
H -6.589203 3.987211 1.183345  0.399
H -4.579114 5.443166 1.520040  0.485
H -2.329358 4.634002 1.167106  0.357
H 1.513480 4.046983 0.529001  0.405
H 3.851015 4.438126 0.234637  0.475
H 6.083927 3.732087 -0.721230  0.348
H 6.280649 1.505055 -1.810826  0.451
H 4.212518 0.082547 -2.146765  0.442
S 1.740354 1.194017 -4.934554  -0.194
C 0.457264 2.295513 -4.615286  -0.391
C -0.335180 1.775974 -3.635074  -0.863
N 0.035921 0.520787 -3.163863  0.273
C 1.093512 0.103265 -3.799789  -0.162
H 0.458995 3.237122 -5.120636  0.469
H -1.153723 2.297080 -3.152936  0.462
H 1.655739 -0.772863 -3.448244  0.258

Cartesian forces (eV/Å) of the 3 atoms listed first:
-0.3 -0.1 -0.5
-0.1 0.0 0.1
0.0 -0.2 0.2